1.
{
  "formula": "CH4IOP",
  "method": "the ωB97M-V functional and the def2-TZVPD basis",
  "mol_weight_g_mol": 189.92,
  "de_lowest_kcal_mol": 47.1,
  "gap_ev": [7.6, 7.6],
  "total_energy_ha": -754.7075,
  "homo_ev": [-8.623, -8.623],
  "elements": ["C", "O", "P", "I", "H", "H", "H", "H"],
  "positions_angstrom": [[-0.6991, 0.8804, -0.4520], [0.3817, 0.1440, -0.6820], [1.6889, -0.1344, 0.4072], [-2.2253, -1.3691, 0.1959], [-1.1316, 1.1725, -1.3173], [-0.8476, 1.4689, 0.4465], [0.8999, -0.6872, 1.5825], [1.9332, -1.4750, -0.1809]],
  "forces_ev_per_angstrom": [[1.33, -3.43, 2.49], [0.35, 1.28, 0.45], [-1.20, -1.60, 0.35], [0.46, 1.46, -0.22], [-1.69, 0.81, -2.49], [0.23, -0.21, 0.14], [0.71, 0.52, -1.38], [-0.19, 1.16, 0.66]],
  "lowdin_charge": [-0.25, -0.61, 0.84, 0.07, 0.03, 0.07, -0.07, -0.06]
}

---

2.
{
  "formula": "CH4IOP",
  "method": "the ωB97M-V functional and the def2-TZVPD basis",
  "mol_weight_g_mol": 189.92,
  "de_lowest_kcal_mol": 31.3,
  "gap_ev": 9.8,
  "total_energy_ha": -754.7326,
  "homo_ev": -9.393,
  "elements": ["P", "O", "C", "I", "H", "H", "H", "H"],
  "positions_angstrom": [[1.4569, -0.0634, -0.2859], [-0.2421, 0.2901, -0.1666], [-1.1421, -0.2796, 0.7246], [-1.3575, -2.3908, 0.2602], [1.3754, -0.3329, -1.7101], [1.7765, 1.2805, -0.7130], [-2.0191, 0.4125, 0.6525], [-1.1043, -0.3776, 1.8544]],
  "forces_ev_per_angstrom": [[-1.43, 0.77, -1.09], [1.23, 0.06, 0.93], [-1.12, 0.64, 0.76], [-0.44, 0.15, -0.15], [0.13, -0.37, 0.71], [-0.03, -0.39, 0.60], [0.07, -1.36, -0.60], [1.59, 0.50, -1.17]],
  "lowdin_charge": [0.81, -0.65, -0.76, 0.67, -0.09, -0.10, 0.08, 0.04]
}